1.
{"formula": "C28H22Cl6FIN4O8STi", "method": "the ωB97M-V functional and the def2-TZVPD basis", "lumo_energy_ev": [1.42, 1.37], "total_charge": -1, "spin_multiplicity": 4, "elements": ["Ti", "Cl", "C", "C", "Cl", "C", "Cl", "C", "O", "C", "Cl", "C", "Cl", "C", "C", "N", "C", "C", "C", "O", "O", "C", "O", "C", "C", "C", "F", "C", "C", "C", "N", "C", "C", "N", "C", "C", "H", "H", "H", "H", "H", "H", "H", "H", "H", "H", "H", "H", "H", "H", "H", "H", "H", "H", "O", "Cl", "O", "O", "O", "S", "C", "I", "C", "C", "C", "C", "C", "N", "H", "H", "H", "H"], "xyz": [[-3.32, -0.60, -0.45], [-9.58, -0.31, 3.10], [-8.34, -0.01, 1.92], [-7.42, 1.02, 2.02], [-7.87, 2.25, 3.10], [-6.32, 1.14, 1.13], [-5.17, 2.22, 1.49], [-6.14, 0.05, 0.18], [-5.13, 0.01, -0.62], [-7.21, -0.89, -0.03], [-7.06, -1.96, -1.35], [-8.17, -1.00, 0.93], [-9.19, -2.37, 1.01], [3.33, 0.00, 4.19], [2.05, 0.78, 3.64], [1.30, 0.05, 2.58], [0.06, -0.43, 2.90], [-0.91, -0.59, 1.90], [-2.35, -0.43, 2.33], [-2.58, -0.57, 3.54], [-3.21, -0.18, 1.40], [-0.55, -0.52, 0.45], [-1.33, -0.77, -0.55], [0.84, -0.21, 0.17], [1.32, 0.08, -1.15], [2.54, 0.65, -1.32], [2.85, 1.00, -2.62], [3.58, 0.70, -0.31], [3.09, 0.40, 0.96], [1.79, 0.02, 1.23], [4.91, 0.84, -0.61], [5.47, 0.25, -1.84], [6.34, -0.98, -1.58], [7.26, -0.77, -0.39], [6.65, -0.13, 0.82], [5.88, 1.11, 0.41], [3.05, -0.50, 5.16], [4.08, 0.67, 4.47], [3.63, -0.85, 3.58], [2.25, 1.78, 3.20], [1.25, 0.90, 4.39], [-0.24, -0.60, 3.97], [0.67, -0.14, -1.93], [3.75, 0.54, 1.83], [6.02, 1.04, -2.39], [4.65, -0.14, -2.43], [6.94, -1.16, -2.46], [5.73, -1.84, -1.23], [8.06, -0.21, -0.72], [7.67, -1.64, 0.00], [7.35, 0.14, 1.55], [6.01, -0.88, 1.29], [6.53, 1.90, 0.01], [5.43, 1.57, 1.32], [-3.04, 1.49, -0.99], [-1.79, 2.48, -0.68], [-2.35, 3.78, -0.79], [-0.72, 2.20, -1.64], [-1.39, 2.22, 0.69], [-3.86, -4.01, -0.58], [-3.82, -2.45, -0.30], [-5.26, 0.98, -3.86], [-3.23, 0.29, -3.56], [-2.20, 0.55, -4.54], [-1.09, -0.32, -4.69], [-1.15, -1.59, -4.07], [-2.13, -1.73, -3.12], [-3.01, -0.76, -2.72], [-2.27, 1.45, -5.27], [-0.31, -0.04, -5.33], [-0.36, -2.32, -4.13], [-2.25, -2.66, -2.60]]}

2.
{"formula": "C37H43Br54F3N2O4", "method": "the ωB97M-V functional and the def2-TZVPD basis", "lumo_energy_ev": -0.45, "total_charge": 0, "elements": ["C", "C", "C", "C", "C", "C", "C", "C", "N", "C", "C", "C", "C", "C", "C", "O", "C", "O", "N", "C", "C", "O", "C", "F", "F", "F", "C", "O", "H", "H", "H", "H", "H", "H", "H", "H", "H", "H", "H", "H", "H", "H", "H", "H", "H", "H", "H", "H", "H", "H", "H", "H", "H", "C", "Br", "Br", "Br", "H", "C", "Br", "Br", "Br", "H", "C", "Br", "Br", "Br", "H", "C", "Br", "Br", "Br", "H", "C", "Br", "Br", "Br", "H", "C", "Br", "Br", "Br", "H", "C", "Br", "Br", "Br", "H", "C", "Br", "Br", "Br", "H", "C", "Br", "Br", "Br", "H", "C", "Br", "Br", "Br", "H", "C", "Br", "Br", "Br", "H", "C", "Br", "Br", "Br", "H", "C", "Br", "Br", "Br", "H", "C", "Br", "Br", "Br", "H", "C", "Br", "Br", "Br", "H", "C", "Br", "Br", "Br", "H", "C", "Br", "Br", "Br", "H", "C", "Br", "Br", "Br", "H"], "xyz": [[5.18, -0.51, 1.29], [3.81, -1.25, 1.31], [2.62, -0.27, 1.24], [2.48, 0.71, 0.20], [3.47, 0.87, -0.95], [3.68, -0.40, -1.81], [2.39, -0.87, -2.54], [1.94, -2.31, -2.23], [2.99, -3.33, -2.40], [1.39, 1.63, 0.19], [0.47, 1.53, 1.22], [0.59, 0.54, 2.23], [1.64, -0.37, 2.27], [1.71, -1.37, 3.41], [1.03, -2.75, 3.04], [0.30, -2.57, 1.83], [-0.62, 0.74, 3.15], [-1.28, -0.03, 3.77], [-0.84, 2.18, 3.02], [0.14, 2.99, 3.74], [0.69, 2.33, 5.00], [-0.34, 1.99, 5.92], [1.68, 3.30, 5.76], [1.84, 4.48, 5.16], [1.33, 3.45, 7.03], [2.90, 2.72, 5.81], [-0.79, 2.34, 1.57], [-1.58, 2.93, 0.91], [5.04, 0.56, 1.42], [5.73, -0.65, 0.35], [5.81, -0.85, 2.12], [3.81, -1.83, 2.24], [3.71, -1.99, 0.50], [4.45, 1.22, -0.60], [3.12, 1.65, -1.65], [4.16, -1.22, -1.26], [4.41, -0.14, -2.59], [1.54, -0.20, -2.35], [2.57, -0.82, -3.62], [1.12, -2.59, -2.91], [1.50, -2.31, -1.22], [3.52, -3.40, -1.54], [2.53, -4.23, -2.48], [1.29, 2.40, -0.57], [1.10, -0.96, 4.23], [2.71, -1.49, 3.83], [0.32, -3.04, 3.82], [1.84, -3.49, 2.91], [0.70, -3.12, 1.15], [-0.38, 3.91, 4.06], [0.99, 3.33, 3.13], [1.30, 1.43, 4.80], [-0.14, 1.10, 6.20], [-5.13, 3.58, -0.23], [-6.45, 2.24, 0.20], [-4.45, 3.29, -2.01], [-5.80, 5.37, 0.00], [-4.31, 3.44, 0.46], [-8.83, 5.56, -2.29], [-10.14, 4.22, -1.84], [-8.10, 5.28, -4.05], [-9.53, 7.34, -2.08], [-8.02, 5.45, -1.58], [4.02, 4.36, 2.60], [3.66, 2.57, 1.97], [5.91, 4.72, 2.76], [3.13, 5.68, 1.50], [3.60, 4.44, 3.60], [-4.75, 3.47, -6.42], [-4.05, 5.12, -7.13], [-5.66, 2.42, -7.76], [-3.37, 2.45, -5.53], [-5.48, 3.73, -5.67], [0.15, 3.35, -3.67], [-0.93, 2.47, -2.34], [1.74, 4.14, -2.91], [0.57, 2.17, -5.14], [-0.44, 4.16, -4.08], [-2.09, -2.80, -2.80], [-1.55, -1.11, -3.56], [-1.67, -4.27, -3.97], [-1.36, -3.04, -1.04], [-3.17, -2.77, -2.69], [6.33, -4.99, -0.83], [5.34, -6.05, -2.10], [6.37, -3.12, -1.32], [5.66, -5.23, 0.96], [7.35, -5.34, -0.85], [-4.41, -3.01, -5.26], [-5.22, -4.13, -6.60], [-4.43, -1.14, -5.76], [-5.21, -3.29, -3.52], [-3.37, -3.30, -5.18], [7.67, -3.17, 4.33], [6.31, -4.49, 4.70], [8.40, -3.38, 2.56], [7.02, -1.38, 4.64], [8.48, -3.34, 5.03], [-7.36, -6.58, -4.33], [-6.74, -8.27, -4.99], [-9.18, -6.23, -4.88], [-7.15, -6.43, -2.42], [-6.74, -5.81, -4.77], [5.84, 4.57, 7.82], [6.27, 6.30, 7.08], [6.31, 3.15, 6.61], [6.63, 4.32, 9.56], [4.76, 4.54, 7.95], [-9.23, -3.07, -0.42], [-8.57, -1.40, -1.12], [-10.00, -4.15, -1.82], [-7.86, -4.04, 0.54], [-10.01, -2.84, 0.29], [7.66, 3.08, -0.45], [6.91, 4.24, -1.79], [7.36, 1.22, -0.86], [9.53, 3.45, -0.15], [7.14, 3.29, 0.48], [-1.61, 7.42, 4.97], [-0.03, 6.97, 3.96], [-2.59, 5.84, 5.48], [-1.19, 8.53, 6.49], [-2.25, 8.00, 4.32], [5.06, -8.30, 6.02], [4.71, -10.09, 5.39], [6.95, -7.98, 6.25], [4.24, -6.98, 4.89], [4.60, -8.21, 7.00], [-6.09, -6.38, -9.79], [-7.00, -6.40, -8.09], [-4.36, -7.22, -9.68], [-7.17, -7.13, -11.20], [-5.92, -5.34, -10.05], [-5.39, -5.86, 3.17], [-6.48, -6.80, 4.46], [-3.88, -5.01, 4.00], [-4.86, -7.02, 1.72], [-6.01, -5.08, 2.75], [-2.29, 8.92, -7.75], [-3.08, 8.98, -5.99], [-0.61, 7.97, -7.75], [-3.52, 8.21, -9.05], [-2.08, 9.94, -8.04]]}

3.
{"formula": "C22H13F2I2NO2OsS2Te", "method": "the ωB97M-V functional and the def2-TZVPD basis", "lumo_energy_ev": [-0.77, -1.87], "total_charge": 0, "spin_multiplicity": 5, "elements": ["Os", "F", "C", "C", "C", "C", "C", "F", "C", "C", "C", "C", "C", "C", "N", "H", "H", "H", "H", "H", "H", "O", "C", "O", "C", "C", "C", "C", "C", "C", "S", "H", "H", "H", "H", "I", "I", "Te", "C", "C", "C", "C", "S", "H", "H", "H"], "xyz": [[-0.25, 0.32, 0.31], [-3.17, 0.18, -4.27], [-3.12, -0.04, -2.95], [-1.95, 0.24, -2.27], [-1.86, 0.01, -0.90], [-3.00, -0.51, -0.23], [-4.16, -0.76, -0.96], [-5.27, -1.23, -0.36], [-4.24, -0.53, -2.32], [-2.83, -0.80, 1.19], [-3.77, -1.37, 2.05], [-3.42, -1.65, 3.36], [-2.14, -1.35, 3.80], [-1.25, -0.77, 2.92], [-1.59, -0.49, 1.65], [-1.13, 0.66, -2.84], [-5.15, -0.74, -2.86], [-4.75, -1.60, 1.69], [-4.14, -2.10, 4.03], [-1.82, -1.57, 4.81], [-0.24, -0.53, 3.23], [2.13, -1.07, 3.19], [2.27, -0.33, 2.25], [1.29, 0.34, 1.68], [3.62, 0.02, 1.66], [4.54, 0.69, 2.45], [5.75, 1.11, 1.92], [6.06, 0.84, 0.59], [5.16, 0.15, -0.20], [3.93, -0.25, 0.33], [2.80, -1.14, -0.74], [4.30, 0.88, 3.49], [6.45, 1.65, 2.54], [7.00, 1.17, 0.17], [5.39, -0.08, -1.23], [1.59, 0.84, -1.51], [0.09, 3.47, -2.20], [0.21, 3.09, 1.14], [-1.06, 4.73, 1.29], [-0.63, 6.01, 1.51], [-1.69, 6.95, 1.53], [-2.90, 6.38, 1.31], [-2.77, 4.69, 1.07], [0.41, 6.26, 1.66], [-1.54, 8.01, 1.69], [-3.87, 6.86, 1.27]]}

4.
{"formula": "C37H53BrIN4O10S", "method": "the ωB97M-V functional and the def2-TZVPD basis", "lumo_energy_ev": -3.92, "total_charge": 1, "elements": ["C", "C", "C", "C", "C", "C", "C", "C", "C", "C", "C", "N", "C", "S", "N", "C", "C", "C", "C", "I", "C", "C", "C", "O", "C", "C", "O", "Br", "N", "N", "C", "C", "C", "C", "H", "H", "H", "H", "H", "H", "H", "H", "H", "H", "H", "H", "H", "H", "H", "H", "H", "H", "H", "H", "H", "H", "H", "H", "H", "H", "H", "H", "H", "H", "H", "H", "H", "H", "H", "H", "H", "H", "H", "H", "H", "H", "H", "H", "H", "C", "C", "C", "O", "C", "C", "C", "O", "O", "O", "H", "H", "H", "H", "C", "C", "C", "O", "C", "C", "C", "O", "O", "O", "H", "H", "H", "H"], "xyz": [[3.68, -7.11, -1.38], [3.00, -6.42, -0.20], [1.59, -6.97, 0.09], [0.47, -5.92, 0.12], [0.30, -5.21, 1.45], [1.48, -4.33, 1.91], [1.05, -2.91, 2.35], [1.99, -1.78, 1.87], [1.24, -0.56, 1.25], [1.35, -0.52, -0.27], [0.58, -1.73, -0.86], [1.63, -2.81, -1.05], [2.26, -2.81, -2.10], [3.12, -2.85, -3.40], [-0.12, -1.52, -2.11], [-0.52, -0.16, -2.50], [0.25, 0.16, -3.80], [0.02, -0.88, -4.88], [0.81, -0.49, -6.12], [-2.05, -1.02, -5.46], [-0.41, 0.91, -1.41], [-1.46, 0.81, -0.29], [-2.35, -0.42, -0.34], [-3.43, -0.41, -0.89], [-0.56, 2.33, -2.00], [-1.87, 2.53, -2.74], [-2.25, 1.97, -3.72], [-3.02, 3.91, -1.94], [1.00, 0.83, -0.87], [1.35, 1.95, -0.08], [2.77, 2.10, 0.14], [3.55, 2.59, -1.09], [4.30, 1.43, -1.76], [5.40, 1.88, -2.74], [4.75, -7.02, -1.26], [3.46, -6.58, -2.30], [3.40, -8.15, -1.46], [2.99, -5.36, -0.42], [3.62, -6.61, 0.67], [1.35, -7.66, -0.72], [1.56, -7.54, 1.01], [-0.46, -6.44, -0.08], [0.63, -5.24, -0.72], [-0.59, -4.58, 1.36], [0.04, -5.95, 2.19], [2.24, -4.24, 1.15], [1.88, -4.80, 2.81], [1.03, -2.85, 3.43], [0.02, -2.74, 2.01], [2.53, -1.41, 2.73], [2.71, -2.14, 1.15], [0.19, -0.69, 1.52], [1.65, 0.33, 1.71], [2.40, -0.68, -0.50], [-0.07, -2.13, -0.10], [-0.92, -2.13, -2.13], [-1.56, -0.21, -2.80], [-0.01, 1.12, -4.22], [1.32, 0.08, -3.57], [0.30, -1.87, -4.55], [0.27, 0.31, -6.62], [0.82, -1.31, -6.83], [1.83, -0.19, -5.88], [-2.13, 1.66, -0.31], [-1.01, 0.84, 0.70], [-2.02, -1.37, 0.13], [0.25, 2.56, -2.68], [-0.54, 3.06, -1.21], [1.58, 0.92, -1.72], [0.77, 2.05, 0.74], [2.87, 2.85, 0.92], [3.27, 1.21, 0.54], [4.32, 3.26, -0.73], [2.91, 3.08, -1.82], [3.57, 0.80, -2.29], [4.76, 0.78, -1.01], [6.36, 1.53, -2.38], [5.26, 1.38, -3.69], [5.42, 2.95, -2.88], [0.17, 4.11, 6.11], [0.05, 3.83, 4.81], [0.55, 2.54, 4.23], [0.39, 2.34, 3.03], [1.21, 1.60, 5.10], [1.34, 1.88, 6.41], [0.82, 3.16, 7.00], [0.95, 3.33, 8.19], [1.94, 1.06, 7.26], [-0.53, 4.66, 3.95], [-0.19, 5.03, 6.54], [1.59, 0.68, 4.67], [1.90, 1.50, 8.13], [-0.50, 4.22, 3.08], [-7.14, 3.61, 1.48], [-8.46, 3.58, 1.26], [-9.11, 4.44, 0.21], [-10.31, 4.35, 0.06], [-8.26, 5.34, -0.57], [-6.94, 5.36, -0.34], [-6.30, 4.49, 0.69], [-5.08, 4.55, 0.82], [-6.12, 6.16, -1.01], [-9.29, 2.81, 1.95], [-6.66, 3.00, 2.23], [-8.74, 5.96, -1.31], [-5.23, 5.99, -0.66], [-10.18, 2.98, 1.59]]}

5.
{"formula": "C2H4Si", "method": "the ωB97M-V functional and the def2-TZVPD basis", "lumo_energy_ev": [1.17, -1.60], "total_charge": 0, "spin_multiplicity": 3, "elements": ["C", "C", "Si", "H", "H", "H", "H"], "xyz": [[1.18, 0.32, -0.78], [1.31, -0.23, 0.25], [-1.79, -0.23, -0.12], [1.20, 0.80, -1.77], [1.33, -0.89, 1.14], [-1.92, 1.29, 0.18], [-1.31, -1.06, 1.11]]}

6.
{"formula": "C24H25Br2N2O5PtS", "method": "the ωB97M-V functional and the def2-TZVPD basis", "lumo_energy_ev": [2.24, 1.19], "total_charge": -1, "spin_multiplicity": 3, "elements": ["Pt", "Br", "C", "C", "C", "C", "C", "N", "C", "O", "O", "H", "H", "H", "C", "N", "C", "C", "C", "C", "C", "C", "C", "C", "H", "H", "H", "H", "H", "H", "H", "H", "H", "H", "H", "H", "C", "S", "C", "O", "H", "H", "H", "H", "H", "H", "Br", "C", "C", "C", "C", "C", "C", "C", "O", "O", "H", "H", "H", "H"], "xyz": [[-0.07, 0.56, 0.43], [-0.40, -3.03, 0.43], [-1.66, -1.93, 1.33], [-2.62, -2.54, 2.08], [-3.64, -1.76, 2.68], [-3.64, -0.40, 2.42], [-2.65, 0.17, 1.65], [-1.60, -0.59, 1.11], [-2.65, 1.61, 1.31], [-3.62, 2.32, 1.56], [-1.56, 2.05, 0.73], [-2.61, -3.62, 2.18], [-4.41, -2.23, 3.27], [-4.41, 0.26, 2.79], [0.77, 1.90, 3.74], [0.92, 0.64, 4.44], [2.14, 0.58, 5.21], [0.68, -0.52, 3.59], [1.71, -0.81, 2.50], [2.87, -1.49, 2.85], [3.84, -1.81, 1.91], [3.64, -1.47, 0.58], [2.48, -0.80, 0.21], [1.52, -0.46, 1.16], [0.90, 2.72, 4.45], [-0.23, 1.97, 3.31], [1.50, 2.04, 2.92], [2.11, 1.37, 5.97], [3.05, 0.72, 4.61], [2.21, -0.38, 5.72], [-0.30, -0.37, 3.14], [0.62, -1.40, 4.24], [3.02, -1.79, 3.88], [4.74, -2.33, 2.21], [4.37, -1.72, -0.17], [2.32, -0.57, -0.83], [-2.68, 0.54, -3.37], [-1.24, 0.86, -2.30], [-0.20, 1.52, -3.65], [-0.68, -0.49, -2.02], [-3.01, 1.47, -3.83], [-3.48, 0.15, -2.73], [-2.40, -0.20, -4.11], [-0.76, 2.24, -4.24], [0.12, 0.67, -4.25], [0.65, 2.00, -3.18], [4.36, 1.18, -5.05], [4.22, 2.28, -3.49], [4.96, 3.44, -3.43], [4.86, 4.23, -2.29], [4.03, 3.85, -1.24], [3.27, 2.70, -1.34], [3.36, 1.90, -2.48], [2.31, 2.32, -0.23], [2.61, 2.56, 0.93], [1.22, 1.78, -0.67], [5.61, 3.73, -4.25], [5.43, 5.15, -2.23], [3.96, 4.44, -0.34], [2.78, 0.99, -2.55]]}

Number 1: total energy -171627.8585 eV. Number 2: total energy -3840676.9922 eV. Number 3: total energy -81676.2493 eV. Number 4: total energy -154633.2490 eV. Number 5: total energy -10009.9674 eV. Number 6: total energy -192678.5914 eV.